Record 1
{"formula": "C21H36FN5O3", "method": "the ωB97M-V functional and the def2-TZVPD basis", "species": ["O", "C", "O", "O", "F", "H", "C", "C", "C", "C", "N", "H", "H", "H", "H", "H", "H", "H", "C", "C", "C", "C", "N", "H", "H", "H", "H", "H", "H", "H", "C", "C", "C", "C", "N", "H", "H", "H", "H", "H", "H", "H", "C", "C", "C", "C", "N", "H", "H", "H", "H", "H", "H", "H", "C", "C", "C", "C", "N", "H", "H", "H", "H", "H", "H", "H"], "positions_angstrom": [[0.156, -0.149, 0.500], [0.723, -1.384, 0.401], [0.172, -2.360, -0.571], [2.029, -1.631, 1.085], [1.687, -1.974, 2.315], [-0.497, -2.976, -0.132], [6.403, -4.009, -0.309], [5.749, -3.470, -1.577], [5.042, -2.131, -1.359], [3.941, -2.294, -0.323], [3.028, -2.429, 0.536], [5.663, -4.211, 0.472], [6.919, -4.951, -0.519], [7.137, -3.298, 0.086], [5.032, -4.212, -1.950], [6.516, -3.348, -2.349], [4.602, -1.781, -2.299], [5.753, -1.372, -1.014], [0.147, -0.577, -4.881], [0.414, -0.454, -3.384], [1.631, 0.417, -3.066], [2.875, -0.190, -3.693], [3.907, -0.694, -4.213], [0.979, -1.064, -5.401], [-0.746, -1.184, -5.059], [-0.013, 0.408, -5.333], [0.556, -1.458, -2.965], [-0.470, -0.025, -2.900], [1.771, 0.485, -1.982], [1.490, 1.431, -3.454], [-0.607, 1.874, 2.660], [-0.018, 2.064, 4.054], [-1.021, 2.649, 5.049], [-1.483, 4.015, 4.569], [-1.867, 5.148, 4.171], [-0.912, 2.827, 2.216], [0.136, 1.427, 1.991], [-1.480, 1.212, 2.690], [0.860, 2.718, 3.981], [0.333, 1.095, 4.426], [-0.555, 2.753, 6.035], [-1.890, 1.990, 5.152], [-1.405, -5.550, -4.604], [-0.361, -4.463, -4.370], [0.648, -4.831, -3.281], [-0.075, -5.047, -1.962], [-0.675, -5.226, -0.867], [-2.014, -5.725, -3.711], [-2.087, -5.256, -5.408], [-0.930, -6.496, -4.888], [-0.874, -3.531, -4.102], [0.175, -4.277, -5.307], [1.382, -4.027, -3.161], [1.188, -5.746, -3.550], [-4.835, 5.890, 4.871], [-5.489, 6.429, 3.602], [-6.196, 7.769, 3.821], [-7.296, 7.606, 4.857], [-8.209, 7.471, 5.716], [-5.574, 5.688, 5.652], [-4.318, 4.948, 4.661], [-4.100, 6.601, 5.266], [-6.205, 5.687, 3.230], [-4.721, 6.551, 2.831], [-6.635, 8.119, 2.881], [-5.485, 8.527, 4.166]], "max_force_ha_per_bohr": 0.35256, "relative_energy_kcal_mol": 247.33, "homo_lumo_gap_ev": 5.398, "multiplicity": 1, "total_charge": 0}

***

Record 2
{"formula": "C21H36N2O5", "method": "the ωB97M-V functional and the def2-TZVPD basis", "species": ["C", "C", "O", "C", "C", "C", "C", "C", "O", "N", "C", "C", "C", "C", "C", "C", "N", "C", "O", "C", "O", "C", "C", "C", "C", "O", "C", "C", "H", "H", "H", "H", "H", "H", "H", "H", "H", "H", "H", "H", "H", "H", "H", "H", "H", "H", "H", "H", "H", "H", "H", "H", "H", "H", "H", "H", "H", "H", "H", "H", "H", "H", "H", "H"], "positions_angstrom": [[1.052, 1.932, -0.424], [1.516, 0.579, 0.086], [2.343, 0.843, 1.195], [2.637, -0.214, 2.127], [3.432, -1.341, 1.475], [1.360, -0.750, 2.770], [3.490, 0.482, 3.176], [2.266, -0.095, -1.073], [3.277, 0.406, -1.534], [1.696, -1.199, -1.602], [0.523, -1.990, -1.197], [0.462, -2.901, -2.436], [1.955, -3.336, -2.496], [2.152, -1.844, -2.840], [0.824, -1.951, -3.624], [0.029, -0.705, -4.024], [-1.001, -0.285, -3.095], [-2.161, -0.969, -3.017], [-2.472, -1.869, -3.775], [-3.092, -0.561, -1.891], [-2.433, 0.249, -0.942], [-3.159, 0.325, 0.276], [-2.474, 1.275, 1.230], [-2.539, 2.724, 0.754], [-1.939, 3.646, 1.802], [-2.598, 3.514, 3.048], [-2.477, 2.200, 3.554], [-3.100, 1.176, 2.619], [0.356, 1.823, -1.259], [0.557, 2.475, 0.379], [1.920, 2.494, -0.762], [0.652, -0.024, 0.380], [4.269, -0.930, 0.910], [3.818, -2.011, 2.245], [2.817, -1.936, 0.798], [0.769, 0.074, 3.177], [0.744, -1.312, 2.064], [1.616, -1.427, 3.586], [2.933, 1.304, 3.626], [3.781, -0.220, 3.959], [4.389, 0.886, 2.711], [0.727, -2.578, -0.295], [-0.365, -1.389, -1.028], [-0.362, -3.606, -2.487], [2.412, -3.699, -1.576], [2.175, -3.991, -3.334], [3.063, -1.410, -3.231], [0.985, -2.567, -4.508], [0.712, 0.132, -4.175], [-0.473, -0.906, -4.968], [-0.796, 0.372, -2.361], [-3.953, -0.037, -2.322], [-3.455, -1.489, -1.437], [-4.184, 0.670, 0.077], [-3.226, -0.680, 0.717], [-1.419, 0.976, 1.305], [-2.018, 2.843, -0.198], [-3.586, 3.003, 0.598], [-0.869, 3.422, 1.932], [-2.034, 4.692, 1.515], [-1.413, 1.963, 3.707], [-2.967, 2.199, 4.526], [-4.176, 1.370, 2.552], [-2.968, 0.173, 3.036]], "max_force_ha_per_bohr": 0.00234, "relative_energy_kcal_mol": 7.46, "homo_lumo_gap_ev": 9.682, "multiplicity": 1, "total_charge": 0}